C5H6Cl2N3O | ωB97M-V/def2-TZVPD

```
! RIJCOSX wB97M-V def2-TZVPD def2/J DEFGRID3
* xyz 1 1
C 2.18 0.22 -0.24
C 1.40 1.25 0.20
C 1.63 -1.09 -0.05
C -1.52 -0.66 1.30
C -0.46 -0.22 0.39
N 0.37 -1.23 0.21
N 0.11 1.13 0.52
N -1.61 -0.12 -1.28
O -2.65 -0.85 0.98
Cl 1.93 2.95 0.09
Cl 2.51 -2.51 -0.19
H 3.06 0.41 -0.80
H -1.26 -1.00 2.27
H -0.38 1.97 0.85
H -1.34 -0.74 -2.08
H -1.44 0.83 -1.34
H -2.56 -0.34 -0.85
*
```

Calculated values
HOMO energy: -13.78 eV
Orbital gap: 9.078 eV

=====

C5H6Cl2O2S | ωB97M-V/def2-TZVPD

```
! RIJCOSX wB97M-V def2-TZVPD def2/J DEFGRID3
* xyz 0 1
C -1.33 1.08 -0.06
C -0.20 0.51 0.76
C 1.00 1.44 0.91
S -0.22 -1.02 1.43
O 1.13 -1.33 1.91
C -0.30 -2.14 -0.14
O -1.09 -1.68 -1.30
C 0.28 -1.81 -1.46
Cl 0.76 -3.25 -2.41
Cl 1.02 -0.32 -1.86
H -1.82 1.82 0.59
H -2.16 0.37 -0.31
H -0.77 1.49 -0.87
H 0.99 2.12 0.00
H 1.83 0.74 0.97
H 0.88 1.98 1.86
*
```

Calculated values
SMILES string: CC(C)=S(=O)=C1OC1(Cl)Cl
HOMO energy (alpha / beta): -9.27 / -8.55 eV
Orbital gap (alpha / beta): 8.092 / 6.999 eV

=====

C5H6ClN | ωB97M-V/def2-TZVPD

```
! RIJCOSX wB97M-V def2-TZVPD def2/J DEFGRID3
* xyz 0 1
C -2.29 -1.65 0.60
C -1.56 -0.43 0.40
C -0.94 0.60 0.25
C -0.33 1.80 0.06
N 0.18 2.82 -0.11
H -3.33 -1.51 0.28
H -2.28 -1.92 1.66
H -1.85 -2.45 0.02
C 2.52 0.64 -0.75
Cl 2.11 -0.39 0.64
H 1.85 0.38 -1.57
H 3.55 0.45 -1.02
H 2.38 1.67 -0.46
*
```

Calculated values
SMILES string: CC#CC#N.CCl
HOMO energy: -10.16 eV
Orbital gap: 10.849 eV

=====

C5H6ClN | ωB97M-V/def2-TZVPD

```
! RIJCOSX wB97M-V def2-TZVPD def2/J DEFGRID3
* xyz 0 1
C -1.38 1.87 -0.01
C 0.96 0.92 0.60
C -0.29 1.15 0.19
C 1.77 -0.39 0.43
C -1.45 -1.07 -0.79
N -2.41 2.37 -0.19
Cl -1.24 -2.40 0.27
H 1.71 1.74 0.93
H 2.47 -0.18 -0.29
H 1.11 -1.17 0.00
H 2.06 -0.81 1.27
H -2.53 -0.90 -0.83
H -0.77 -1.12 -1.58
*
```

Calculated values
HOMO energy (alpha / beta): -8.93 / -8.90 eV
Orbital gap (alpha / beta): 8.543 / 7.855 eV

=====

C5H6ClN2 | ωB97M-V/def2-TZVPD

```
! RIJCOSX wB97M-V def2-TZVPD def2/J DEFGRID3
* xyz 1 1
C 0.26 -1.40 0.36
C 1.98 0.05 -0.28
C -0.93 -0.87 0.06
C -2.20 -0.85 -0.25
C 0.00 1.36 -0.10
N 1.47 -1.09 -0.13
N 1.28 1.20 0.14
Cl -3.27 0.45 0.04
H 0.32 -2.15 1.15
H 3.00 0.17 -0.61
H -2.65 -1.69 -0.77
H -0.38 1.11 -1.08
H -0.59 1.99 0.55
H 1.71 1.71 0.92
*
```

Calculated values
HOMO energy (alpha / beta): -13.99 / -13.99 eV
Orbital gap (alpha / beta): 8.656 / 8.656 eV

=====

C5H6ClN2S | ωB97M-V/def2-TZVPD

```
! RIJCOSX wB97M-V def2-TZVPD def2/J DEFGRID3
* xyz 1 1
C -0.75 -0.91 -1.50
C -1.75 0.57 -0.08
C 1.46 0.02 1.94
C 0.59 -0.86 -0.84
C 0.68 0.48 -0.11
N -1.81 -0.42 -1.00
N -0.53 1.06 0.25
S 1.07 -1.43 2.33
Cl 1.61 1.47 2.56
H -0.93 -1.39 -2.47
H -2.67 0.91 0.35
H 0.73 -1.65 -0.09
H 1.35 -1.17 -1.66
H 1.40 1.24 -0.18
H -0.46 2.10 0.49
*
```

Calculated values
HOMO energy: -12.43 eV
Orbital gap: 6.699 eV

=====

C5H6ClNO2S | ωB97M-V/def2-TZVPD

```
! RIJCOSX wB97M-V def2-TZVPD def2/J DEFGRID3
* xyz 0 1
C 1.64 -0.07 1.67
C 1.10 -0.52 -0.61
C -0.19 -0.16 -1.43
C -1.28 0.54 1.11
C 1.39 0.41 0.41
N 1.96 -0.67 2.57
O -1.99 -1.64 -0.21
O -2.61 0.61 -1.02
S -1.66 -0.28 -0.38
Cl 1.85 2.07 -0.02
H 1.03 -1.46 -0.01
H 1.95 -0.64 -1.32
H -0.08 0.96 -1.54
H -0.53 -0.74 -2.28
H -1.47 -0.01 2.08
H -1.10 1.59 0.98
*
```

Calculated values
HOMO energy (alpha / beta): -10.20 / -9.51 eV
Orbital gap (alpha / beta): 8.227 / 7.904 eV

=====

C5H6CsO4 | ωB97M-V/def2-TZVPD

```
! RIJCOSX wB97M-V def2-TZVPD def2/J DEFGRID3
* xyz 1 1
O -4.03 -0.49 0.82
C -3.54 0.47 1.39
C -2.35 1.18 0.80
O -1.75 0.65 -0.15
Cs -3.19 -2.17 -2.03
H -4.03 0.94 2.26
H -1.93 2.05 1.33
C 3.39 -0.37 0.83
C 2.73 -0.70 -0.27
O 1.33 -0.74 -0.22
C 0.57 -0.20 -1.13
O 1.25 0.48 -2.01
H 2.89 0.09 1.68
H 3.16 -0.88 -1.25
H 4.48 -0.48 0.84
H 1.04 0.18 -2.91
*
```

Calculated values
HOMO energy: -11.43 eV
Orbital gap: 7.094 eV

=====

C5H6F2O | ωB97M-V/def2-TZVPD

```
! RIJCOSX wB97M-V def2-TZVPD def2/J DEFGRID3
* xyz 0 1
C -1.03 -0.14 -0.59
C -0.97 -0.15 0.98
C 0.26 0.13 1.28
C 1.13 0.80 0.31
C 0.23 0.65 -1.05
H -1.10 -1.81 -1.92
H -2.00 0.28 -0.70
H -1.87 -0.87 1.46
H 1.22 2.02 0.73
H 2.48 0.35 0.15
H -0.18 1.71 -1.14
O -1.01 -1.60 -0.92
F 0.61 0.06 2.58
F 0.71 0.32 -2.23
*
```

Calculated values
HOMO energy: -9.73 eV
Orbital gap: 10.473 eV

=====

C5H6F3IS2 | ωB97M-V/def2-TZVPD

```
! RIJCOSX wB97M-V def2-TZVPD def2/J DEFGRID3
* xyz 0 1
C -1.72 -0.31 0.50
C 1.20 0.13 0.29
C -0.96 -1.88 2.45
C 2.50 2.06 -1.44
C -2.11 0.06 -0.90
F -3.27 -0.48 -1.33
F -2.27 1.39 -1.02
F -1.17 -0.26 -1.81
S -1.55 -1.91 0.73
S 1.25 1.70 -0.14
I 2.42 -1.30 -0.61
H -0.84 -2.91 2.79
H -1.68 -1.35 3.06
H 0.00 -1.36 2.46
H 2.30 1.45 -2.31
H 3.49 1.84 -1.04
H 2.41 3.11 -1.67
*
```

Calculated values
HOMO energy: -8.39 eV
Orbital gap: 7.719 eV